[1]
Here is 5 unconnected molecules or ions with the total composition C23H31Cl17N2OS in a non-equilibrium geometry from the Open Molecules 2025 dataset. Energies are from ωB97M-V/def2-TZVPD.

The geometry in XYZ format:
```
75
Properties=species:S:1:pos:R:3:lowdin_charge:R:1
C 7.006 -0.281 1.888 -0.184
C 6.545 0.768 0.740 -0.245
C 5.156 1.507 1.102 -0.204
C 3.860 0.687 0.559 -0.211
C 3.808 0.682 -1.075 -0.206
C 2.882 1.877 -1.665 -0.200
C 1.312 1.490 -1.512 -0.210
C 0.366 2.771 -1.158 -0.203
C 0.196 3.027 0.436 -0.180
C -1.347 3.444 0.710 -0.156
C -2.028 2.647 1.948 -0.212
C -3.102 3.667 2.599 -0.137
N -4.075 4.343 2.877 0.127
C -2.680 1.227 1.531 -0.364
C -3.298 0.587 2.897 -0.222
N -3.393 0.040 3.982 0.149
C -3.979 1.395 0.531 -0.423
S -5.233 0.132 1.069 0.810
C -4.982 -1.491 0.201 -0.513
C -4.156 -2.590 1.043 -0.182
C -1.668 0.239 0.771 -0.093
C -0.552 -0.431 1.699 -0.620
O -0.251 -0.091 2.878 -0.083
Cl 0.423 -1.823 0.920 0.552
H 6.357 -0.165 2.832 -0.002
H 8.089 -0.038 2.173 0.073
H 6.960 -1.360 1.474 0.057
H 7.368 1.563 0.629 0.101
H 6.506 0.174 -0.251 0.098
H 5.062 1.492 2.260 0.099
H 5.136 2.615 0.768 0.111
H 2.873 1.153 0.906 0.091
H 3.975 -0.406 0.883 0.075
H 4.864 0.829 -1.538 0.103
H 3.417 -0.366 -1.365 0.112
H 3.195 2.044 -2.760 0.109
H 3.039 2.872 -1.113 0.107
H 1.194 0.633 -0.760 0.073
H 0.929 1.107 -2.539 0.113
H -0.648 2.552 -1.681 0.103
H 0.872 3.704 -1.591 0.112
H 0.459 2.089 1.072 0.097
H 0.956 3.832 0.737 0.118
H -2.012 3.410 -0.236 0.111
H -1.321 4.561 1.034 0.126
H -1.220 2.501 2.772 0.157
H -3.619 1.064 -0.523 0.084
H -4.415 2.452 0.545 0.056
H -6.024 -1.946 -0.039 0.090
H -4.412 -1.270 -0.779 0.050
H -3.934 -2.289 2.133 0.074
H -4.633 -3.644 0.975 0.084
H -3.112 -2.708 0.541 0.000
H -1.171 0.724 -0.148 0.128
H -2.319 -0.626 0.344 0.105
Cl 0.207 -4.390 -2.242 0.511
C -1.535 -4.576 -1.948 -2.005
Cl -1.795 -5.210 -0.308 0.534
Cl -2.334 -2.995 -2.107 0.528
Cl -2.219 -5.706 -3.135 0.510
Cl 0.547 -7.109 -5.257 0.498
C -0.343 -6.975 -6.789 -2.029
Cl 0.450 -7.975 -8.026 0.516
Cl -2.013 -7.537 -6.555 0.504
Cl -0.358 -5.278 -7.318 0.512
Cl -6.288 1.233 -2.037 0.527
C -6.487 2.994 -1.912 -2.008
Cl -4.909 3.786 -2.126 0.515
Cl -7.606 3.556 -3.173 0.527
Cl -7.143 3.404 -0.313 0.537
Cl 4.388 -0.203 5.296 0.526
C 3.721 -1.520 4.305 -1.975
Cl 2.287 -0.938 3.435 0.566
Cl 4.939 -2.053 3.127 0.573
Cl 3.271 -2.882 5.355 0.527
```

Computed properties:
E in eV: -253090.5284
Lowest unoccupied orbital energy in hartree: -0.0080
Orbital gap in eV: 8.7
HOMO in eV: -8.924
Structure (SMILES): CCCCCCCCCC[C@@H](C#N)[C@@](C#N)(CSCC)CC(=O)Cl.ClC(Cl)(Cl)Cl.ClC(Cl)(Cl)Cl.ClC(Cl)(Cl)Cl.ClC(Cl)(Cl)Cl

---

[2]
Here is a molecular structure, C23H31FMnN3O3S2 from the Open Molecules 2025 dataset. Energies are from ωB97M-V/def2-TZVPD.

The geometry in XYZ format:
```
64
Properties=species:S:1:pos:R:3:lowdin_spin:R:1
Mn 0.239 0.799 -0.434 4.089
S -1.096 -0.297 -2.005 -0.036
C -0.308 -1.539 -2.931 0.009
N -1.094 -2.297 -3.681 0.003
C -0.598 -3.372 -4.547 0.000
C 0.820 -3.044 -4.980 0.000
C 1.668 -2.753 -3.754 0.000
N 0.997 -1.749 -2.919 0.004
H -2.084 -2.120 -3.635 -0.001
H -1.265 -3.447 -5.402 0.000
H -0.631 -4.319 -4.005 0.000
H 0.816 -2.179 -5.644 0.000
H 1.240 -3.886 -5.527 0.000
H 2.639 -2.351 -4.035 0.000
H 1.832 -3.660 -3.169 0.000
H 1.556 -1.090 -2.399 0.001
C -1.247 -6.380 3.639 0.000
C -1.154 -4.918 3.314 0.000
C -2.272 -4.094 3.382 0.000
C -2.179 -2.738 3.103 0.001
C -0.945 -2.206 2.765 0.002
C 0.190 -3.008 2.677 0.000
C 0.075 -4.356 2.948 0.000
S -0.867 -0.472 2.453 0.014
C 0.239 0.032 3.756 0.002
O 0.000 -0.349 1.182 0.061
H -2.279 -6.726 3.633 0.000
H -0.836 -6.573 4.632 0.000
H -0.676 -6.977 2.929 0.000
H -3.231 -4.517 3.652 0.000
H -3.058 -2.106 3.151 0.000
H 1.143 -2.585 2.385 0.000
H 0.950 -4.991 2.883 0.000
H 1.163 -0.538 3.673 0.000
H -0.259 -0.184 4.701 0.000
H 0.410 1.099 3.647 0.000
O -0.930 2.620 2.130 0.008
C -0.455 3.196 1.153 0.011
O 0.163 2.682 0.163 0.052
C -0.610 4.714 1.055 0.001
N -1.291 5.176 2.323 0.000
C -2.587 5.850 1.942 0.000
C -2.325 6.331 0.525 0.000
C -1.534 5.171 -0.084 0.000
H 0.372 5.178 0.987 0.000
H -0.696 5.806 2.857 0.000
H -1.433 4.307 2.868 0.000
H -2.822 6.625 2.666 0.000
H -3.363 5.087 1.964 0.000
H -1.730 7.247 0.533 0.000
H -3.251 6.537 -0.005 0.000
H -0.963 5.453 -0.964 0.000
H -2.212 4.363 -0.365 0.000
F 5.469 1.497 -3.276 0.009
C 4.260 1.353 -2.736 0.025
C 3.146 1.679 -3.496 -0.011
C 1.887 1.522 -2.939 -0.002
C 1.774 1.050 -1.639 -0.217
C 2.901 0.733 -0.887 -0.005
C 4.167 0.881 -1.440 -0.017
H 3.279 2.049 -4.504 -0.002
H 1.005 1.762 -3.519 -0.001
H 2.815 0.373 0.137 -0.001
H 5.066 0.646 -0.887 -0.002
```

Computed properties:
E in eV: -90663.5431
Lowest unoccupied orbital energy (alpha / beta) in hartree: -0.2387 / -0.1867
Orbital gap (alpha / beta) in eV: 7.4 / 8.8
Charge: +2
Expectation value of S²: 6.244
Spin multiplicity: 5
Energy relative to the best compared isomer or geometry (same formula, charge and spin) in kJ/mol: 38.1
HOMO (alpha / beta) in eV: -13.854 / -13.892

---

[3]
Here is a molecular structure, C23H31MnN3O4P2S from the Open Molecules 2025 dataset. Energies are from ωB97M-V/def2-TZVPD.

The geometry in XYZ format:
```
65
Properties=species:S:1:pos:R:3:lowdin_spin:R:1
Mn 0.298 -0.034 -0.024 4.661
C 4.453 1.774 1.022 0.006
P 3.418 0.431 0.355 0.021
C 3.384 0.928 -1.427 0.005
C 4.529 -1.011 0.195 0.003
C 5.915 -1.042 0.236 0.001
C 6.604 -2.228 0.017 0.001
C 5.907 -3.391 -0.262 0.001
C 4.516 -3.382 -0.281 0.001
C 3.819 -2.207 -0.026 0.005
P 1.977 -2.144 0.111 0.022
C 1.486 -3.824 -0.440 0.002
C 1.744 -2.309 1.927 0.005
H 5.362 1.928 0.436 0.001
H 4.707 1.562 2.060 0.000
H 3.847 2.679 1.005 0.000
H 4.348 0.779 -1.914 0.000
H 3.106 1.981 -1.475 0.000
H 2.629 0.360 -1.977 0.004
H 6.468 -0.132 0.438 0.000
H 7.686 -2.241 0.052 0.000
H 6.440 -4.314 -0.454 0.000
H 3.994 -4.306 -0.487 0.000
H 1.982 -4.604 0.138 0.000
H 1.710 -3.962 -1.499 0.000
H 0.410 -3.928 -0.307 0.000
H 2.310 -3.159 2.311 0.001
H 0.683 -2.451 2.145 0.001
H 2.061 -1.387 2.417 0.000
N -0.886 1.218 -1.497 0.025
C -1.602 2.080 -1.201 0.018
N -2.399 3.048 -0.847 0.006
C -3.795 3.080 -1.285 0.001
C -4.147 4.492 -1.732 0.000
C -3.815 5.509 -0.638 0.000
C -2.353 5.393 -0.209 0.000
C -2.032 3.977 0.238 0.001
H -4.429 2.784 -0.441 0.000
H -3.929 2.354 -2.085 0.000
H -5.207 4.531 -1.990 0.000
H -3.577 4.728 -2.635 0.000
H -4.461 5.330 0.229 0.000
H -4.031 6.518 -0.992 0.000
H -2.130 6.080 0.609 0.000
H -1.701 5.657 -1.047 0.000
H -2.628 3.708 1.116 0.000
H -0.989 3.826 0.507 0.000
O -0.106 3.013 2.350 0.007
S 0.556 1.799 1.922 0.008
O -0.476 0.660 1.722 0.079
O 1.064 1.947 0.490 0.048
O 1.607 1.337 2.805 0.004
N -1.062 -1.653 -0.742 0.029
C -2.050 -2.183 -0.497 0.022
C -3.289 -2.852 -0.196 0.002
C -3.380 -3.610 0.968 0.002
C -4.569 -4.259 1.254 0.000
C -5.645 -4.148 0.383 0.002
C -5.547 -3.386 -0.774 0.000
C -4.364 -2.730 -1.072 0.002
H -2.535 -3.677 1.640 0.000
H -4.656 -4.849 2.156 0.000
H -6.573 -4.656 0.612 0.000
H -6.391 -3.303 -1.445 0.000
H -4.269 -2.131 -1.967 0.000
```

Computed properties:
E in eV: -97749.1041
Lowest unoccupied orbital energy (alpha / beta) in hartree: -0.0162 / -0.0185
Orbital gap (alpha / beta) in eV: 6.8 / 6.9
Expectation value of S²: 8.756
Spin multiplicity: 6
Energy relative to the best compared isomer or geometry (same formula, charge and spin) in kJ/mol: 77.7
HOMO (alpha / beta) in eV: -7.285 / -7.385